Density functional theory data (ωB97M-V/def2-TZVPD) for C56H52FGeN2O2P4Pd as an isolated structure.

Summary:
Calculated total energy: -6094.36897 a.u.
Energy above the lowest of the compared OMol25 structures with the same formula, charge and spin: 256.0 kJ/mol
Multiplicity: 3
Charge: +3
HOMO energy (alpha / beta): -14.42 / -14.74 eV
Gap between HOMO and LUMO (alpha / beta): 7.71 / 5.09 eV

Geometry (Å):
Pd (13.35891, 13.49714, 12.99852)
F (15.95604, 15.46851, 16.13382)
Ge (14.97749, 14.72297, 14.81053)
C (14.92214, 16.39789, 13.82131)
C (15.76870, 17.35429, 14.39785)
C (15.56851, 18.69872, 14.14926)
C (14.58209, 19.14957, 13.28918)
C (13.68408, 18.26092, 12.78953)
C (13.88432, 16.91212, 13.06927)
P (12.67639, 15.79200, 12.44882)
C (12.18958, 16.03140, 10.69640)
C (11.40708, 15.06498, 9.94996)
C (11.07125, 15.27717, 8.63908)
C (11.41848, 16.50907, 8.07418)
C (12.32897, 17.39235, 8.73372)
C (12.81713, 17.08496, 9.97989)
C (11.20399, 16.33927, 13.33715)
C (11.28107, 16.72829, 14.71615)
C (10.15148, 17.25702, 15.30818)
C (8.94179, 17.53271, 14.62734)
C (8.82676, 16.99726, 13.33819)
C (9.98483, 16.53114, 12.68258)
C (13.44985, 14.32359, 16.02665)
C (13.40936, 15.18335, 17.15035)
C (12.46700, 15.02418, 18.14944)
C (11.63689, 13.91774, 18.05775)
C (11.62454, 13.03887, 16.97372)
C (12.47528, 13.27077, 15.91496)
P (12.15016, 12.27288, 14.48874)
C (10.42958, 12.15412, 14.12428)
C (9.36850, 12.93893, 14.74454)
C (8.08673, 12.61798, 14.44524)
C (7.77934, 11.72601, 13.29927)
C (8.82010, 11.11201, 12.64634)
C (10.12669, 11.21144, 13.13301)
C (12.69517, 10.72200, 15.14799)
C (14.09054, 10.67758, 15.43487)
C (14.61145, 9.56658, 16.14686)
C (13.77261, 8.50689, 16.58083)
C (12.41338, 8.59681, 16.32278)
C (11.84975, 9.68333, 15.63429)
C (16.55185, 13.63806, 14.19593)
C (17.76678, 13.88346, 14.85001)
C (18.96652, 13.23446, 14.41882)
C (18.90704, 12.30046, 13.40436)
C (17.73350, 12.08621, 12.69163)
C (16.60149, 12.74514, 13.02976)
P (15.13335, 12.59000, 12.01852)
C (15.87982, 13.13187, 10.44121)
C (16.19033, 12.11810, 9.48836)
C (16.69356, 12.49438, 8.26253)
C (16.94041, 13.86267, 8.01140)
C (16.58757, 14.83663, 8.87717)
C (16.01879, 14.51381, 10.14419)
C (14.80574, 10.82813, 11.82797)
C (15.51766, 9.83543, 12.48011)
C (15.37820, 8.50038, 12.15558)
C (14.34264, 8.08846, 11.33440)
C (13.52414, 9.08487, 10.81709)
C (13.74496, 10.44530, 11.03852)
H (16.64049, 17.06325, 14.93012)
H (16.25090, 19.41362, 14.55435)
H (14.59526, 20.19727, 13.02937)
H (12.80140, 18.58527, 12.18220)
H (11.09653, 14.08618, 10.40742)
H (10.42359, 14.52285, 8.11928)
H (11.07121, 16.84219, 7.10739)
H (12.60644, 18.32418, 8.26262)
H (13.66667, 17.61146, 10.40626)
H (12.21638, 16.76272, 15.22768)
H (10.36063, 17.66178, 16.31213)
H (8.19654, 18.07196, 15.21218)
H (7.88760, 16.98156, 12.84625)
H (9.95465, 16.42648, 11.61781)
H (14.11986, 16.03727, 17.22220)
H (12.45315, 15.60334, 19.07472)
H (10.91968, 13.66009, 18.86167)
H (10.89772, 12.23936, 16.98459)
H (9.64687, 13.76750, 15.42431)
H (7.28341, 13.01346, 15.02833)
H (6.74243, 11.58289, 13.01864)
H (8.66590, 10.49415, 11.74812)
H (10.93238, 10.59047, 12.80585)
H (14.81758, 11.43805, 15.08406)
H (15.69660, 9.50003, 16.25315)
H (14.19898, 7.62520, 16.99714)
H (11.80101, 7.78494, 16.66566)
H (10.76789, 9.68401, 15.39040)
H (17.82726, 14.61026, 15.63138)
H (19.91994, 13.40759, 14.92146)
H (19.78379, 11.65840, 13.17233)
H (17.74532, 11.46600, 11.83546)
H (16.16536, 11.03698, 9.72520)
H (16.89387, 11.72780, 7.56956)
H (17.52030, 14.08839, 7.06973)
H (16.84589, 15.88928, 8.66231)
H (15.79403, 15.24330, 10.87567)
H (16.21411, 10.22548, 13.23637)
H (16.18020, 7.81405, 12.47383)
H (14.18254, 7.03562, 11.11216)
H (12.65490, 8.82363, 10.13721)
H (12.99118, 11.13150, 10.61404)
N (6.94367, 10.79558, 7.98005)
C (8.31267, 11.05910, 7.36478)
P (9.53400, 10.09416, 8.32013)
O (10.63863, 10.93300, 8.79604)
O (8.61043, 9.34301, 9.29923)
C (10.38179, 8.81856, 7.22592)
N (9.68602, 7.51361, 7.37603)
H (6.55650, 11.64734, 8.41023)
H (7.09880, 10.02529, 8.62384)
H (6.25281, 10.52138, 7.26288)
H (8.65080, 12.12263, 7.49089)
H (8.34496, 10.98562, 6.23021)
H (11.45211, 8.70482, 7.61541)
H (10.46979, 9.00754, 6.15560)
H (8.92962, 7.53364, 8.07780)
H (10.35974, 6.88256, 7.78048)
H (9.40040, 7.10557, 6.44638)

=====

Density functional theory data (ωB97M-V/def2-TZVPD) for C56H53F3N11O5S6Ti as an isolated structure.

Summary:
Calculated total energy: -6681.98388 a.u.
Energy above the lowest of the compared OMol25 structures with the same formula, charge and spin: 0.0 kJ/mol
Multiplicity: 3
Charge: +1
HOMO energy (alpha / beta): -7.82 / -9.34 eV
Gap between HOMO and LUMO (alpha / beta): 5.29 / 6.78 eV

Geometry (Å):
Ti (0.07310, -0.17050, -0.62420)
S (-1.86170, -1.14260, -1.96340)
C (-1.60180, -2.84030, -2.05550)
N (-2.55150, -3.59960, -2.67280)
C (-2.14690, -4.86260, -3.24120)
C (-1.31150, -5.61860, -2.21280)
N (-0.22060, -4.79090, -1.75910)
C (1.10800, -5.36110, -1.80410)
C (1.60550, -5.41860, -3.22800)
C (1.99030, -6.62320, -3.79980)
C (2.43010, -6.66880, -5.11190)
C (2.47460, -5.51090, -5.86820)
C (2.09760, -4.30380, -5.30150)
C (1.66520, -4.25530, -3.98870)
C (-0.41230, -3.45230, -1.58780)
S (0.75910, -2.57930, -0.68490)
C (-3.94630, -3.22180, -2.70750)
C (-4.44520, -2.93310, -4.09910)
C (-4.04970, -1.77680, -4.75920)
C (-4.49960, -1.51590, -6.04080)
C (-5.36140, -2.39910, -6.67110)
C (-5.75960, -3.55260, -6.01940)
C (-5.29790, -3.81750, -4.74220)
H (-1.54200, -4.68990, -4.13980)
H (-3.03330, -5.43350, -3.51810)
H (-0.90940, -6.53520, -2.64460)
H (-1.94920, -5.88080, -1.36080)
H (1.07960, -6.36200, -1.36960)
H (1.75710, -4.73330, -1.19200)
H (1.95260, -7.53390, -3.21830)
H (2.73650, -7.60960, -5.54450)
H (2.80370, -5.54950, -6.89600)
H (2.14510, -3.39540, -5.88370)
H (1.37060, -3.31250, -3.54770)
H (-4.05540, -2.33090, -2.08620)
H (-4.53880, -4.03790, -2.27730)
H (-3.39600, -1.09070, -4.24450)
H (-4.18200, -0.61960, -6.55380)
H (-5.72820, -2.18950, -7.66440)
H (-6.42610, -4.25030, -6.50370)
H (-5.61910, -4.71730, -4.23860)
N (0.53240, 1.19240, 0.93170)
S (0.07030, 2.48060, 1.45660)
N (-1.31410, 3.20600, 0.89200)
S (-1.48520, 4.28370, -0.19700)
N (-1.15450, 3.96900, -1.69370)
S (-1.40950, 2.38530, -2.12170)
N (-0.67310, 1.45160, -1.26980)
C (-3.19940, 2.20260, -1.94610)
C (-3.61430, 1.46000, -0.85340)
C (-4.97080, 1.28980, -0.63190)
C (-5.88970, 1.86390, -1.49740)
C (-5.45820, 2.61410, -2.58120)
C (-4.10250, 2.78970, -2.81170)
C (-0.98870, 2.36910, -3.86830)
C (-1.20240, 1.18540, -4.55620)
C (-0.79170, 1.09560, -5.87550)
C (-0.14620, 2.16720, -6.47440)
C (0.07660, 3.33840, -5.76630)
C (-0.35300, 3.44710, -4.45340)
C (-3.20850, 4.76390, -0.12720)
C (-3.61910, 5.68830, -1.07880)
C (-4.93530, 6.10830, -1.09020)
C (-5.82840, 5.61030, -0.15080)
C (-5.41100, 4.67840, 0.78750)
C (-4.09500, 4.24730, 0.80330)
C (-0.60270, 5.78230, 0.20370)
C (-0.84690, 6.37260, 1.43820)
C (-0.16920, 7.52780, 1.77670)
C (0.74260, 8.08600, 0.88920)
C (0.98170, 7.48290, -0.33820)
C (0.30580, 6.32890, -0.68930)
C (1.36250, 3.73170, 1.18080)
C (1.81040, 4.60410, 2.15830)
C (2.88780, 5.43250, 1.87920)
C (3.50650, 5.38340, 0.64040)
C (3.03950, 4.51750, -0.33650)
C (1.96700, 3.68660, -0.06470)
C (-0.26160, 2.55230, 3.22570)
C (-1.40460, 3.17960, 3.68060)
C (-1.68980, 3.18780, 5.03460)
C (-0.83180, 2.55790, 5.91910)
C (0.31210, 1.92620, 5.45430)
C (0.60930, 1.92300, 4.10170)
H (-2.86120, 1.02600, -0.20230)
H (-5.29830, 0.70460, 0.21370)
H (-6.94650, 1.72410, -1.32610)
H (-6.17870, 3.05780, -3.24890)
H (-3.74450, 3.37270, -3.64710)
H (-1.65560, 0.35020, -4.04140)
H (-0.96780, 0.18820, -6.43140)
H (0.20410, 2.08360, -7.49310)
H (0.58880, 4.16590, -6.23490)
H (-0.19900, 4.33910, -3.86680)
H (-2.90110, 6.05740, -1.79510)
H (-5.26400, 6.82130, -1.83030)
H (-6.85220, 5.94980, -0.15560)
H (-6.11280, 4.28510, 1.50620)
H (-3.74430, 3.51140, 1.50850)
H (-1.55760, 5.92230, 2.11350)
H (-0.35650, 7.99790, 2.72920)
H (1.26220, 8.99430, 1.15340)
H (1.69110, 7.91650, -1.02570)
H (0.46320, 5.83120, -1.63200)
H (1.32400, 4.64160, 3.12230)
H (3.24630, 6.11930, 2.63030)
H (4.35560, 6.01770, 0.43690)
H (3.49950, 4.48680, -1.31080)
H (1.57810, 3.00020, -0.80620)
H (-2.07000, 3.64270, 2.97080)
H (-2.58770, 3.67490, 5.38690)
H (-1.06470, 2.55480, 6.97320)
H (0.96450, 1.42400, 6.15120)
H (1.48280, 1.41910, 3.71660)
N (3.17970, 0.27780, 1.89580)
N (4.01360, 0.51470, 0.79540)
C (3.56210, 0.50340, -0.47620)
N (4.38210, 0.92500, -1.46850)
N (2.34060, 0.05790, -0.71140)
N (1.69940, 0.49730, -1.77890)
O (1.98430, 1.55660, -2.37350)
O (0.86380, -0.32480, -2.29500)
H (2.92260, -0.71180, 1.96280)
H (2.28640, 0.75430, 1.71170)
H (5.00140, 0.47100, 0.99900)
H (5.21600, 1.43310, -1.22630)
H (3.90900, 1.19420, -2.32530)
F (-2.79390, -2.25270, 2.58960)
C (-1.48570, -2.47010, 2.41100)
F (-1.00670, -3.02050, 3.52630)
F (-1.37080, -3.37260, 1.42900)
S (-0.60820, -0.85720, 1.96690)
O (-1.02040, 0.02660, 3.00740)
O (0.76660, -1.24800, 1.87340)
O (-1.24760, -0.63000, 0.65540)

=====

Among the records above, which one has the highest energy above the lowest of the compared OMol25 structures with the same formula, charge and spin?
C56H52FGeN2O2P4Pd

=====

Look up the charge of the second one.
+1

=====

Which formula does entry 2 have?
C56H53F3N11O5S6Ti